A molecular structure, C18H19BCuN6 at a distorted geometry, computed with ωB97M-V with the def2-TZVPD basis set.

Element x y z (Å)
H1 -0.400 2.281 1.283
N1 -0.079 1.306 -0.561
B1 0.581 0.699 -2.952
N2 0.335 1.731 -1.811
C1 0.598 3.052 -1.764
Cu1 -0.822 -0.523 -0.109
H2 0.963 3.561 -2.645
C2 0.319 3.506 -0.477
H3 0.420 4.505 -0.101
C3 -0.097 2.379 0.247
H4 0.715 1.231 -4.016
C4 -3.691 -0.592 0.898
H5 -4.322 -0.694 1.792
H6 -3.917 -1.421 0.215
H7 -3.963 0.342 0.387
N3 -0.589 -0.334 -2.946
N4 1.847 -0.108 -2.537
N5 -0.928 -1.017 -1.765
N6 1.861 -0.700 -1.315
C5 -1.300 -0.842 -3.966
C6 2.993 -0.436 -3.159
H8 -1.170 -0.447 -4.961
H9 3.189 -0.060 -4.150
C7 -2.119 -1.861 -3.482
C8 3.736 -1.259 -2.313
C9 -1.855 -1.945 -2.111
C10 2.978 -1.420 -1.154
H10 -2.808 -2.470 -4.039
H11 4.690 -1.698 -2.525
H12 -2.279 -2.603 -1.361
H13 3.138 -1.984 -0.246
H14 1.055 -0.588 -0.685
C11 -2.264 -0.584 1.201
C12 -1.210 -0.542 1.895
C13 -0.465 -0.349 3.118
C14 -1.094 0.188 4.272
C15 -0.351 0.470 5.415
C16 1.026 0.195 5.442
C17 1.652 -0.368 4.321
C18 0.915 -0.640 3.168
H15 -2.169 0.392 4.232
H16 -0.842 0.904 6.288
H17 1.608 0.417 6.339
H18 2.719 -0.594 4.346
H19 1.396 -1.081 2.291

Results
- spin multiplicity = 2
- lowest unoccupied orbital energy (alpha / beta) (eV) = 0.6 / 0.5
- energy relative to the best compared isomer or geometry (same formula, charge and spin) (kJ/mol) = 0.00
- expectation value of S² = 0.760
- HOMO energy (alpha / beta) (eV) = -3.91 / -7.24
- F_max (eV/Å) = 5.305

=====

A molecular structure, C18H19BHfN6 at a distorted geometry, computed with ωB97M-V with the def2-TZVPD basis set.

Element x y z (Å)
H1 1.009 3.729 1.216
N1 0.856 1.974 -0.029
B1 0.348 0.441 -2.101
N2 0.268 1.749 -1.259
C1 -0.230 2.917 -1.727
Hf1 1.750 0.562 1.332
H2 -0.686 2.985 -2.707
C2 -0.022 3.911 -0.775
H3 -0.302 4.946 -0.837
C3 0.653 3.306 0.282
H4 0.965 0.659 -3.126
C4 -2.252 -2.396 0.608
H5 -1.941 -3.354 0.159
H6 -2.182 -1.610 -0.172
H7 -3.312 -2.502 0.884
N3 -1.130 0.098 -2.561
N4 0.908 -0.840 -1.442
N5 -2.066 -0.499 -1.768
N6 1.578 -0.920 -0.240
C5 -1.662 0.362 -3.785
C6 0.924 -2.050 -2.038
H8 -1.048 0.784 -4.564
H9 0.507 -2.180 -3.023
C7 -2.992 -0.038 -3.770
C8 1.551 -2.963 -1.200
C9 -3.211 -0.563 -2.477
C10 1.933 -2.244 -0.067
H10 -3.701 0.047 -4.567
H11 1.706 -4.011 -1.391
H12 -4.148 -0.940 -2.079
H13 2.406 -2.594 0.844
H14 -1.793 -2.856 2.335
C11 -1.398 -2.042 1.754
C12 -0.503 -1.124 1.964
C13 0.335 -0.376 2.861
C14 0.144 1.049 2.873
C15 1.169 1.903 3.315
C16 2.457 1.401 3.582
C17 2.679 0.010 3.522
C18 1.624 -0.872 3.241
H15 -0.831 1.449 2.579
H16 0.960 2.967 3.433
H17 3.260 2.089 3.853
H18 3.653 -0.412 3.763
H19 1.765 -1.953 3.305

Results
- total charge = +2
- lowest unoccupied orbital energy (eV) = -9.1
- energy relative to the best compared isomer or geometry (same formula, charge and spin) (kJ/mol) = 240.38
- HOMO energy (eV) = -13.82
- F_max (eV/Å) = 3.537

=====

2 unconnected molecules or ions with the total composition C18H19BrFN2O6 at a distorted geometry, computed with ωB97M-V with the def2-TZVPD basis set.

Element x y z (Å)
C1 0.315 2.265 1.928
C2 0.865 0.998 1.043
O1 2.354 1.107 0.889
C3 2.584 0.663 -0.496
C4 2.799 1.857 -1.629
C5 2.736 3.436 -1.180
O2 3.620 3.851 -0.267
O3 1.775 4.429 -1.691
C6 3.047 1.376 -3.177
C7 3.096 -0.232 -3.491
N1 2.906 -1.340 -2.437
C8 2.959 -2.764 -2.947
C9 1.439 -3.381 -3.272
F1 3.794 -3.686 -2.129
C10 2.633 -0.935 -0.980
C11 2.382 -2.054 0.192
C12 0.983 -2.898 0.062
O4 1.098 -4.251 -0.005
Br1 -0.870 -2.136 0.040
H1 -0.221 3.065 1.230
H2 -0.499 1.833 2.683
H3 1.195 2.746 2.543
H4 0.433 1.065 -0.066
H5 0.562 -0.007 1.569
H6 1.965 5.284 -1.174
H7 3.185 2.123 -4.068
H8 3.273 -0.542 -4.629
H9 3.489 -2.718 -4.016
H10 1.189 -4.322 -2.615
H11 1.365 -3.608 -4.441
H12 0.702 -2.467 -3.064
H13 2.326 -1.480 1.237
H14 3.354 -2.740 0.284
C13 -5.720 -0.991 1.974
C14 -5.052 -0.293 0.966
C15 -4.153 0.723 1.297
C16 -3.926 1.030 2.646
C17 -4.601 0.335 3.659
C18 -5.500 -0.677 3.316
N2 -2.963 2.079 3.001
O5 -2.400 2.683 2.075
O6 -2.765 2.298 4.204
H15 -6.416 -1.786 1.711
H16 -5.230 -0.542 -0.077
H17 -3.641 1.258 0.500
H18 -4.438 0.566 4.709
H19 -6.026 -1.224 4.095

Results
- total charge = +1
- lowest unoccupied orbital energy (eV) = -5.7
- HOMO energy (eV) = -12.14
- F_max (eV/Å) = 9.462

=====

Q: Which of these has the highest F_max?
A: C18H19BrFN2O6